1.
DFT (ωB97M-V/def2-TZVPD) results for a molecular structure, C35H28As2Br2NOPd in a non-equilibrium geometry.

Properties
Charge: +1
E_LUMO (spin up / spin down): -0.177 / -0.177 Eh
Energy relative to the best compared isomer or geometry (same formula, charge and spin): 46.6 kJ/mol
Highest occupied orbital energy (spin up / spin down): -9.9 / -9.9 eV

Each line ends with the Löwdin charge.
Element x y z (Å)
Pd: -0.37 0.72 -1.01  0.77
Br: 0.99 5.66 -0.72  0.82
C: 2.08 4.18 -0.36  -0.60
C: 3.42 4.35 -0.01  -0.16
C: 4.21 3.25 0.22  -0.62
Br: 6.02 3.53 0.66  0.81
C: 3.69 1.93 0.17  -0.18
C: 4.42 0.77 0.44  0.00
C: 3.78 -0.44 0.49  -0.02
C: 2.40 -0.49 0.25  -0.13
N: 1.69 0.57 -0.08  0.05
C: 2.32 1.77 -0.14  -0.14
C: 1.50 2.90 -0.52  -0.41
O: 0.33 2.73 -0.99  -0.16
H: 3.83 5.35 0.08  0.10
H: 5.49 0.84 0.63  0.09
H: 4.31 -1.35 0.72  0.12
H: 1.87 -1.42 0.36  0.09
C: -0.94 -1.93 0.45  -0.41
C: -2.41 -1.54 0.64  -0.45
As: -2.88 0.38 0.98  1.31
C: -4.79 -0.02 0.63  -0.40
C: -5.49 -0.64 1.67  -0.13
C: -6.78 -1.12 1.46  -0.08
C: -7.38 -0.97 0.22  -0.08
C: -6.70 -0.32 -0.80  -0.08
C: -5.42 0.16 -0.60  -0.10
C: -2.51 1.43 -0.66  -0.53
C: -2.44 0.95 -2.00  -0.25
C: -2.30 1.87 -3.06  -0.06
C: -2.26 3.22 -2.81  -0.05
C: -2.38 3.70 -1.50  -0.05
C: -2.48 2.82 -0.45  -0.13
As: -0.51 -1.66 -1.47  1.31
C: -1.85 -2.81 -2.27  -0.37
C: -2.32 -2.51 -3.55  -0.11
C: -3.25 -3.33 -4.17  -0.06
C: -3.72 -4.46 -3.52  -0.06
C: -3.25 -4.77 -2.25  -0.06
C: -2.32 -3.95 -1.62  -0.11
C: 1.11 -2.62 -1.93  -0.38
C: 1.25 -4.00 -1.77  -0.09
C: 2.41 -4.63 -2.18  -0.06
C: 3.43 -3.90 -2.78  -0.06
C: 3.29 -2.53 -2.97  -0.06
C: 2.13 -1.90 -2.55  -0.14
H: -0.74 -2.95 0.76  0.07
H: -0.29 -1.27 1.04  0.04
H: -2.79 -2.00 1.55  0.07
H: -3.04 -1.92 -0.17  0.04
H: -5.02 -0.74 2.64  0.10
H: -7.31 -1.60 2.27  0.11
H: -8.38 -1.35 0.05  0.11
H: -7.17 -0.19 -1.77  0.11
H: -4.92 0.69 -1.40  0.09
H: -2.71 -0.07 -2.22  0.06
H: -2.27 1.50 -4.08  0.11
H: -2.15 3.92 -3.63  0.12
H: -2.39 4.76 -1.31  0.12
H: -2.57 3.19 0.57  0.11
H: -1.94 -1.62 -4.05  0.10
H: -3.60 -3.09 -5.16  0.11
H: -4.44 -5.10 -4.00  0.11
H: -3.61 -5.65 -1.74  0.11
H: -1.98 -4.20 -0.63  0.10
H: 0.44 -4.57 -1.32  0.10
H: 2.52 -5.70 -2.05  0.11
H: 4.33 -4.40 -3.11  0.11
H: 4.07 -1.97 -3.46  0.11
H: 2.00 -0.83 -2.70  0.09

=====

2.
DFT (ωB97M-V/def2-TZVPD) results for C7H8N2O2S in the gas phase in a non-equilibrium geometry.

Properties
Charge: 0
SMILES: Cc1ccc2c(c1)O[S@@](=N)(=O)N2
E_LUMO: 0.024 Eh
Energy relative to the best compared isomer or geometry (same formula, charge and spin): 297.3 kJ/mol
Highest occupied orbital energy: -8.7 eV

Each line ends with the Löwdin charge.
Element x y z (Å)
C: -1.04 0.79 0.19  -0.04
C: -1.14 0.35 -1.18  0.01
C: 0.67 -0.87 0.68  0.04
C: -0.17 0.16 1.08  -0.26
C: -0.35 -0.74 -1.53  -0.25
C: 0.57 -1.24 -0.62  -0.31
C: -0.23 0.69 2.54  -0.04
N: 1.97 -2.06 -3.84  -0.19
N: -0.18 -1.39 -2.75  -0.04
O: 0.65 -3.97 -2.75  -0.32
O: 1.27 -2.27 -1.10  -0.11
S: 1.04 -2.54 -2.67  0.74
H: -1.85 1.51 0.57  0.14
H: -1.98 0.55 -1.85  0.11
H: 1.40 -1.46 1.31  0.16
H: -1.22 0.95 2.90  0.07
H: 0.30 0.16 3.31  0.06
H: 0.28 1.63 2.48  0.07
H: 2.49 -2.93 -4.08  0.02
H: -0.37 -0.99 -3.66  0.14

=====

3.
DFT (ωB97M-V/def2-TZVPD) results for 6 unconnected molecules or ions with the total composition C36H58INO18S in a non-equilibrium geometry.

Properties
Charge: 0
SMILES: [H]/N=C\C[C@]1(COCCOCC)OC(=O)O[C@]1(CCCS(=O)(=O)O)[C@H](I)CC.O=C1CCCO1.O=C1CCCO1.O=C1CCCO1.O=C1CCCO1.O=C1CCCO1
E_LUMO: -0.003 Eh
Highest occupied orbital energy: -9.4 eV

Each line ends with the Löwdin charge.
Element x y z (Å)
C: 6.10 1.13 -0.44  -0.06
C: 4.92 0.51 0.29  -0.28
O: 3.81 0.33 -0.60  -0.13
C: 3.11 -0.86 -0.33  -0.20
C: 2.21 -0.70 0.89  -0.16
O: 1.57 -1.90 1.26  -0.08
C: 0.50 -2.32 0.45  -0.12
C: -0.94 -1.90 0.95  -0.30
C: -1.83 -3.10 0.61  -0.07
C: -1.80 -3.45 -0.86  -0.22
N: -1.39 -4.56 -1.34  0.12
O: -0.79 -1.78 2.36  0.11
C: -0.76 -0.47 2.71  -0.51
O: -0.61 -0.05 3.84  0.15
O: -0.93 0.29 1.60  0.03
C: -1.43 -0.51 0.47  -0.35
C: -0.73 0.15 -0.72  -0.15
C: -1.43 0.03 -2.07  -0.24
C: -0.68 0.86 -3.11  -0.22
S: -1.42 0.79 -4.72  0.59
O: -1.24 -0.53 -5.27  -0.28
O: -0.89 1.87 -5.50  -0.28
O: -2.98 0.97 -4.50  -0.14
C: -2.96 -0.25 0.48  -0.53
I: -3.38 1.88 0.27  1.03
C: -3.73 -0.88 1.67  -0.27
C: -4.65 0.01 2.51  -0.16
H: 6.91 1.22 0.28  0.07
H: 6.40 0.51 -1.28  0.08
H: 5.83 2.14 -0.74  0.08
H: 4.61 1.20 1.07  0.11
H: 5.17 -0.42 0.80  0.11
H: 2.52 -1.15 -1.21  0.12
H: 3.80 -1.70 -0.16  0.13
H: 2.85 -0.44 1.73  0.12
H: 1.53 0.15 0.76  0.12
H: 0.65 -2.07 -0.60  0.12
H: 0.52 -3.41 0.51  0.13
H: -1.52 -3.96 1.20  0.14
H: -2.88 -2.92 0.86  0.10
H: -2.19 -2.72 -1.57  0.10
H: -1.08 -5.16 -0.58  0.06
H: 0.28 -0.24 -0.86  0.09
H: -0.60 1.21 -0.51  0.10
H: -2.44 0.45 -2.01  0.04
H: -1.54 -0.99 -2.42  0.11
H: 0.36 0.56 -3.20  0.12
H: -0.71 1.91 -2.81  0.12
H: -3.17 1.58 -3.76  0.10
H: -3.38 -0.65 -0.44  0.08
H: -3.07 -1.38 2.37  0.10
H: -4.37 -1.66 1.25  0.11
H: -4.12 0.79 3.04  0.03
H: -5.49 0.40 1.94  0.05
H: -5.08 -0.63 3.28  0.08
O: -3.31 2.60 4.41  0.11
C: -2.46 3.23 4.97  -0.48
O: -2.67 3.84 6.17  0.03
C: -1.51 4.61 6.53  -0.16
C: -0.36 4.01 5.74  -0.14
C: -1.07 3.53 4.48  -0.07
H: -1.70 5.65 6.27  0.12
H: -1.37 4.54 7.61  0.12
H: 0.45 4.71 5.56  0.11
H: 0.05 3.15 6.28  0.12
H: -1.12 4.31 3.71  0.13
H: -0.61 2.63 4.06  0.11
O: 1.97 3.43 2.68  0.12
C: 2.19 4.61 2.62  -0.50
O: 2.83 5.29 3.60  0.02
C: 2.85 6.69 3.30  -0.15
C: 2.64 6.79 1.79  -0.15
C: 1.77 5.57 1.52  -0.07
H: 2.04 7.17 3.86  0.12
H: 3.79 7.11 3.63  0.12
H: 2.20 7.73 1.48  0.12
H: 3.60 6.67 1.28  0.12
H: 0.70 5.78 1.64  0.13
H: 1.94 5.13 0.54  0.13
O: -0.27 0.21 -12.05  0.12
C: -0.26 -0.11 -10.90  -0.49
O: 0.09 -1.36 -10.49  0.02
C: -0.10 -1.48 -9.06  -0.15
C: -0.06 -0.06 -8.53  -0.15
C: -0.65 0.73 -9.70  -0.07
H: -1.06 -1.97 -8.88  0.13
H: 0.69 -2.11 -8.66  0.12
H: -0.60 0.06 -7.59  0.08
H: 0.97 0.24 -8.36  0.12
H: -1.73 0.79 -9.65  0.13
H: -0.23 1.73 -9.78  0.12
O: -5.10 -5.19 -0.25  0.11
C: -4.89 -5.99 -1.12  -0.49
O: -3.65 -6.42 -1.42  0.00
C: -3.68 -7.28 -2.56  -0.15
C: -5.11 -7.81 -2.63  -0.15
C: -5.90 -6.63 -2.05  -0.07
H: -3.41 -6.69 -3.44  0.13
H: -2.94 -8.06 -2.43  0.12
H: -5.41 -8.10 -3.63  0.12
H: -5.21 -8.68 -1.97  0.12
H: -6.17 -5.91 -2.82  0.13
H: -6.78 -6.95 -1.50  0.12
O: 6.45 1.56 3.20  0.12
C: 5.78 0.83 3.86  -0.48
O: 4.98 -0.12 3.31  -0.01
C: 4.21 -0.79 4.34  -0.15
C: 5.00 -0.57 5.62  -0.15
C: 5.65 0.79 5.37  -0.07
H: 3.22 -0.33 4.38  0.13
H: 4.11 -1.84 4.07  0.13
H: 4.39 -0.62 6.51  0.12
H: 5.78 -1.33 5.71  0.12
H: 5.00 1.62 5.67  0.13
H: 6.62 0.90 5.84  0.12

=====

> Among the records above, which one has the highest charge?

C35H28As2Br2NOPd